Entry from the Open Molecules 2025 dataset: the molecule C2H3N3O2S in a non-equilibrium geometry (ωB97M-V/def2-TZVPD).

Geometry as XYZ:
```
11
C2H3N3O2S | the Open Molecules 2025 dataset | ωB97M-V/def2-TZVPD
C 0.341 0.323 -0.239
C -2.204 -0.387 0.076
H 3.129 -0.658 -0.486
H 1.715 1.531 0.686
H -3.195 -0.339 0.688
N 1.757 0.687 -0.158
N -0.476 1.277 -0.405
N -1.556 -1.428 0.296
O 2.307 -0.614 0.316
O -1.813 0.985 -0.214
S -0.005 -1.377 -0.560
```

Values from the calculation:
lowest unoccupied orbital energy = 0.19 eV
energy = -21516.38340 eV
SMILES = ONC1=NOC=NS1
multiplicity = 1
relative energy (zero: lowest compared OMol25 entry of this formula, charge and spin) = 6.132 eV

***

Entry from the Open Molecules 2025 dataset: the molecule C6H9ClO in a non-equilibrium geometry (ωB97M-V/def2-TZVPD).

Geometry as XYZ:
```
17
C6H9ClO | the Open Molecules 2025 dataset | ωB97M-V/def2-TZVPD
C -0.437 -0.577 -0.166
C -0.484 0.554 1.013
C -0.891 1.602 0.026
C -1.300 0.478 -0.995
C 0.967 -1.088 -0.560
C 1.998 -1.183 0.452
H 0.401 0.793 1.623
H -1.276 0.342 1.757
H 0.007 2.239 -0.187
H -1.683 2.398 0.277
H -2.485 0.337 -0.843
H -0.994 0.821 -2.032
H 0.915 -1.783 -1.484
H 2.046 -0.786 1.469
H 2.788 -1.945 0.262
O 1.985 -0.120 -0.638
Cl -1.557 -2.084 0.027
```

Values from the calculation:
lowest unoccupied orbital energy = 0.98 eV
energy = -20934.89017 eV
SMILES = ClC1([C@@H]2CO2)CCC1
multiplicity = 1
relative energy (zero: lowest compared OMol25 entry of this formula, charge and spin) = 2.761 eV

***

Entry from the Open Molecules 2025 dataset: the molecule C4H6N2OS in a non-equilibrium geometry (ωB97M-V/def2-TZVPD).

Geometry as XYZ:
```
14
C4H6N2OS | the Open Molecules 2025 dataset | ωB97M-V/def2-TZVPD
C -0.801 0.270 2.564
C 0.712 -0.022 0.106
C 1.145 -0.394 -1.309
C 0.061 -0.366 -2.417
H -1.279 1.021 3.335
H -1.561 1.764 1.368
H 1.343 -0.316 0.931
H 2.320 -0.083 -1.411
H 0.409 -0.425 -3.617
H -1.001 0.091 -2.064
N -0.990 0.919 1.292
N -0.470 0.517 0.080
O -0.250 -0.865 2.934
S 0.360 -2.110 -1.792
```

Values from the calculation:
lowest unoccupied orbital energy = 0.11 eV
energy = -20104.10244 eV
SMILES = O=CN/N=C/[C@@H]1CS1
multiplicity = 1
relative energy (zero: lowest compared OMol25 entry of this formula, charge and spin) = 5.239 eV

***

Entry from the Open Molecules 2025 dataset: an isolated ion of composition C2H2N3O and charge +1 in a non-equilibrium geometry (ωB97M-V/def2-TZVPD).

Geometry as XYZ:
```
8
C2H2N3O | the Open Molecules 2025 dataset | ωB97M-V/def2-TZVPD
C -0.939 0.612 -0.055
C 1.017 -0.539 0.037
N 1.224 0.917 0.136
N 0.181 1.500 -0.011
N -0.390 -0.594 0.182
O 1.794 -1.428 -0.036
H -2.029 1.014 -0.226
H -0.859 -1.482 -0.027
```

Values from the calculation:
lowest unoccupied orbital energy (alpha / beta) = -8.95 / -8.95 eV
energy = -8612.93750 eV
net charge = +1
SMILES = O=C1N=NC=[NH+]1
multiplicity = 1
relative energy (zero: lowest compared OMol25 entry of this formula, charge and spin) = 1.917 eV

***

Entry from the Open Molecules 2025 dataset: a 3-piece molecular cluster, C5H15N2O overall in a non-equilibrium geometry (ωB97M-V/def2-TZVPD).

Geometry as XYZ:
```
23
C5H15N2O | the Open Molecules 2025 dataset | ωB97M-V/def2-TZVPD
C 0.700 -2.776 1.034
N 0.688 0.693 -0.020
C -0.089 1.003 1.049
C -1.156 2.167 0.672
O -1.956 2.265 1.763
C -0.572 -2.659 0.661
N 0.808 0.047 -2.736
C 1.446 -1.126 -2.160
H 1.289 -2.026 1.551
H 1.200 -3.700 0.749
H 1.603 1.153 0.100
H -0.759 0.139 1.157
H 0.443 1.182 1.977
H -0.578 3.041 0.402
H -1.679 1.801 -0.202
H -2.226 3.174 1.980
H -1.216 -1.915 1.128
H -1.015 -3.301 -0.087
H 0.632 0.817 -2.097
H 1.338 0.311 -3.553
H 1.986 -0.847 -1.255
H 2.170 -1.516 -2.852
H 0.685 -1.872 -1.956
```

Values from the calculation:
lowest unoccupied orbital energy = -8.29 eV
energy = -10442.72439 eV
net charge = +1
multiplicity = 1
relative energy (zero: lowest compared OMol25 entry of this formula, charge and spin) = 7.836 eV

***

Entry from the Open Molecules 2025 dataset: an isolated ion of composition C6H8N7 and charge +1 in a non-equilibrium geometry (ωB97M-V/def2-TZVPD).

Geometry as XYZ:
```
21
C6H8N7 | the Open Molecules 2025 dataset | ωB97M-V/def2-TZVPD
C -2.249 -2.923 -2.387
C -3.318 -1.334 -3.608
C 0.396 -1.830 -0.098
C -1.283 -2.042 -1.694
C -1.635 -0.802 -2.203
C 1.061 1.317 1.237
N -3.141 -2.579 -3.240
N -2.490 -0.471 -3.013
N -0.388 -2.526 -0.908
N 0.256 -0.567 0.124
N 1.863 1.895 2.136
N 0.188 2.027 0.528
N 1.115 0.007 1.022
H -2.161 -3.962 -2.112
H -4.052 -1.018 -4.322
H 1.169 -2.418 0.404
H 1.836 2.888 2.288
H 2.513 1.358 2.684
H 0.076 3.018 0.639
H -0.391 1.515 -0.122
H 1.786 -0.583 1.517
```

Values from the calculation:
lowest unoccupied orbital energy (alpha / beta) = -4.98 / -4.98 eV
energy = -16772.71328 eV
net charge = +1
multiplicity = 1

***

Entry from the Open Molecules 2025 dataset: C10H24N4O4SYb as an isolated structure in a non-equilibrium geometry (ωB97M-V/def2-TZVPD).

Geometry as XYZ:
```
44
C10H24N4O4SYb | the Open Molecules 2025 dataset | ωB97M-V/def2-TZVPD
Yb -0.315 1.083 0.798
C 2.048 -1.836 0.623
C 1.057 -2.073 1.770
N -0.056 -1.095 1.931
C -1.439 -1.606 1.951
C -1.937 -1.731 0.570
N -1.946 -0.401 -0.115
C -2.331 -0.543 -1.506
C -1.131 -0.291 -2.369
C -0.882 1.204 -2.637
N -0.004 1.772 -1.588
C 1.405 1.732 -2.035
C 2.074 0.504 -1.442
N 1.981 0.584 0.056
C 2.738 -0.432 0.757
H 1.548 -1.878 -0.393
H 2.770 -2.594 0.513
H 1.610 -2.057 2.720
H 0.711 -3.124 1.672
H 0.041 -0.659 2.817
H -2.130 -0.988 2.589
H -1.444 -2.594 2.416
H -2.922 -2.136 0.562
H -1.260 -2.395 0.039
H -2.702 0.159 0.333
H -3.184 0.084 -1.709
H -2.660 -1.586 -1.627
H -1.389 -0.832 -3.241
H -0.196 -0.833 -1.996
H -1.860 1.688 -2.600
H -0.425 1.418 -3.598
H -0.260 2.758 -1.496
H 1.902 2.646 -1.689
H 1.441 1.690 -3.115
H 3.155 0.541 -1.689
H 1.685 -0.485 -1.730
H 2.358 1.496 0.355
H 2.866 -0.146 1.811
H 3.736 -0.542 0.350
O -0.420 1.413 2.822
S -0.969 2.855 2.418
O -1.370 3.464 3.598
O 0.149 3.398 1.606
O -2.040 2.370 1.497
```

Values from the calculation:
lowest unoccupied orbital energy (alpha / beta) = -2.41 / -2.82 eV
energy = -67271.82209 eV
net charge = +1
expectation value of S² = 0.7509
multiplicity = 2

***

Entry from the Open Molecules 2025 dataset: C41H39As2BN5O5RuS2 as an isolated structure in a non-equilibrium geometry (ωB97M-V/def2-TZVPD).

Geometry as XYZ:
```
96
C41H39As2BN5O5RuS2 | the Open Molecules 2025 dataset | ωB97M-V/def2-TZVPD
Ru 0.622 -0.890 -0.695
O 1.461 -1.776 5.420
C 1.157 -1.498 4.129
C 0.202 -2.216 3.419
C -0.034 -1.856 2.099
N 0.634 -0.859 1.555
C 1.581 -0.196 2.212
C 1.867 -0.459 3.523
C 2.310 0.794 1.342
O 3.055 1.608 1.856
O 2.014 0.685 0.075
C -0.941 -2.530 1.111
O -1.156 -5.007 1.598
O -1.080 -1.695 -0.033
H 0.907 -2.503 5.727
H -0.333 -3.048 3.868
H 2.627 0.103 4.049
C 0.145 2.402 -2.685
C -0.203 3.007 -1.329
As -1.977 2.465 -0.658
C -3.095 3.644 -1.728
C -4.233 3.101 -2.316
C -5.080 3.892 -3.088
C -4.789 5.236 -3.277
C -3.653 5.788 -2.693
C -2.810 4.996 -1.923
C -1.883 3.462 1.015
C -2.822 4.412 1.402
C -2.710 5.040 2.639
C -1.661 4.727 3.494
C -0.726 3.769 3.118
C -0.848 3.133 1.890
As -0.037 0.459 -2.778
C 0.897 0.008 -4.407
C 0.314 0.063 -5.666
C 1.041 -0.335 -6.783
C 2.347 -0.788 -6.646
C 2.932 -0.837 -5.388
C 2.206 -0.446 -4.273
C -1.908 0.248 -3.207
C -2.613 -0.815 -2.645
C -3.956 -0.990 -2.956
C -4.599 -0.107 -3.815
C -3.902 0.967 -4.353
C -2.560 1.147 -4.046
H 1.187 2.603 -2.923
H -0.484 2.814 -3.469
H -0.142 4.091 -1.402
H 0.511 2.679 -0.574
H -4.458 2.050 -2.174
H -5.965 3.458 -3.537
H -5.447 5.855 -3.875
H -3.425 6.838 -2.833
H -1.941 5.444 -1.457
H -3.643 4.671 0.744
H -3.445 5.780 2.932
H -1.570 5.230 4.449
H 0.100 3.517 3.771
H -0.127 2.377 1.610
H -0.705 0.401 -5.792
H 0.582 -0.292 -7.763
H 2.905 -1.108 -7.517
H 3.949 -1.190 -5.272
H 2.665 -0.505 -3.294
H -2.142 -1.476 -1.928
H -4.502 -1.813 -2.509
H -5.648 -0.244 -4.053
H -4.403 1.674 -5.003
H -2.040 2.006 -4.451
C -1.541 -3.813 -4.287
N -1.587 -4.171 -2.872
C -2.600 -4.882 -2.257
C -2.259 -4.976 -0.956
N -1.050 -4.329 -0.771
B -0.497 -4.054 0.717
N 1.056 -4.456 0.814
C 1.314 -5.755 1.276
C 2.637 -5.922 1.374
N 3.216 -4.734 0.967
C 4.648 -4.471 0.946
C 2.255 -3.839 0.627
S 2.757 -2.271 0.110
C -0.655 -3.831 -1.950
S 0.815 -3.000 -2.311
H -2.363 -4.321 -4.786
H -0.595 -4.122 -4.722
H -1.646 -2.739 -4.413
H -3.450 -5.263 -2.797
H -2.768 -5.466 -0.146
H -1.914 -2.649 1.609
H -2.005 -4.673 1.890
H 0.511 -6.430 1.507
H 3.225 -6.771 1.683
H 5.166 -5.424 1.019
H 4.936 -3.829 1.777
H 4.919 -3.974 0.019
```

Values from the calculation:
lowest unoccupied orbital energy (alpha / beta) = 0.48 / -0.74 eV
energy = -207446.43826 eV
expectation value of S² = 8.7645
multiplicity = 6
relative energy (zero: lowest compared OMol25 entry of this formula, charge and spin) = 0.108 eV